1.
{"formula": "CH3F3O", "method": "wB97M-V/def2-TZVPD", "species": ["F", "C", "F", "F", "H", "O", "H", "H"], "coordinates": [[0.000, 0.000, 0.000], [0.160, 0.179, 1.301], [1.404, 0.630, 1.611], [-0.808, 0.918, 1.890], [0.000, -0.773, 1.846], [-2.523, 0.766, 5.289], [-1.626, 0.535, 5.620], [-3.139, 0.396, 5.961]], "atomic_forces_ev_per_a": [[0.1, 1.0, 0.0], [-0.3, -2.5, 2.8], [-1.1, 0.4, -0.8], [0.6, 1.1, -1.2], [0.7, 0.0, -0.8], [0.3, -0.6, 1.0], [-1.0, 0.2, -0.3], [0.7, 0.4, -0.7]], "nbo_charge": [-0.308, 0.873, -0.329, -0.327, 0.091, -0.939, 0.469, 0.470], "total_charge": 0, "relative_energy_kj_mol": 19.4, "spin_multiplicity": 1, "homo_ev": -11.6042, "energy_ha": -414.7336}

---

2.
{"formula": "C12H29EuN4O6P", "method": "wB97M-V/def2-TZVPD", "species": ["O", "H", "Eu", "N", "N", "N", "N", "O", "O", "O", "O", "C", "C", "C", "C", "C", "H", "H", "H", "C", "H", "H", "H", "C", "C", "H", "H", "H", "H", "H", "H", "H", "H", "C", "H", "H", "H", "O", "H", "H", "C", "P", "C", "C", "H", "H", "H", "H", "H", "H", "H", "H", "H"], "coordinates": [[-0.092, -1.832, -4.498], [-1.058, -1.769, -4.384], [-0.545, 0.111, -0.675], [1.358, -1.287, -0.969], [-0.848, -2.087, 0.384], [0.196, 2.247, -0.680], [-1.887, 1.253, 0.757], [2.453, -1.024, -1.512], [1.304, 2.798, -1.428], [-2.944, 0.679, 1.552], [-2.121, -2.091, 0.518], [-0.359, -2.930, -0.613], [0.839, -2.548, -1.257], [-0.418, 3.078, 0.191], [-1.587, 2.555, 0.955], [1.689, -3.364, -2.135], [1.800, -2.902, -3.102], [1.306, -4.356, -2.281], [2.688, -3.428, -1.721], [-1.082, -4.196, -0.838], [-2.049, -4.106, -1.314], [-1.279, -4.687, 0.103], [-0.488, -4.861, -1.435], [0.043, 4.466, 0.373], [-2.342, 3.441, 1.869], [0.705, 4.676, -0.442], [0.602, 4.647, 1.281], [-0.745, 5.201, 0.382], [-2.914, 2.844, 2.552], [-3.043, 4.086, 1.355], [-1.738, 4.119, 2.457], [1.881, 2.094, -1.731], [-2.876, -0.302, 1.463], [-2.227, 0.305, -2.319], [-1.947, -0.060, -3.278], [-2.286, 1.399, -2.117], [-2.958, -0.297, -1.757], [1.651, 0.872, -4.265], [1.418, 0.073, -4.803], [0.790, 1.176, -3.972], [2.783, 0.560, 3.042], [1.320, 0.038, 2.068], [1.577, -1.770, 2.131], [0.011, 0.320, 3.321], [3.721, 0.344, 2.509], [2.762, 0.002, 3.992], [2.771, 1.641, 3.251], [1.967, -2.095, 3.108], [0.657, -2.324, 1.856], [2.320, -1.986, 1.343], [-0.952, -0.169, 3.087], [-0.182, 1.410, 3.297], [0.355, 0.036, 4.331]], "atomic_forces_ev_per_a": [[0.0, 0.1, 0.0], [0.0, 0.0, 0.0], [1.1, -4.9, -0.3], [-2.1, -2.1, -0.7], [2.5, -0.1, -3.2], [0.6, 4.0, 1.3], [-1.4, 2.9, 3.1], [1.4, 0.9, 0.0], [-2.1, 0.9, 1.6], [1.4, 1.9, -0.9], [-2.2, 0.4, 1.1], [-0.8, 1.5, 2.4], [1.1, 1.8, 0.8], [1.7, -1.9, -2.5], [-1.0, -3.5, -0.5], [0.0, -0.5, -0.1], [0.1, 0.3, -0.4], [-0.2, -0.5, 0.0], [0.3, 0.0, 0.2], [-0.2, -0.3, -0.5], [-0.3, 0.3, -0.2], [0.0, 0.0, 0.5], [0.2, -0.4, -0.3], [0.2, 0.4, -0.2], [-0.2, 0.1, 0.3], [0.3, 0.3, -0.4], [0.2, -0.4, 0.4], [-0.5, 0.0, -0.1], [-0.3, -0.4, 0.3], [-0.2, 0.0, -0.5], [0.5, 0.0, 0.0], [-0.1, -1.1, 0.0], [0.6, -0.1, -0.7], [0.4, 0.2, 1.2], [-0.4, 0.2, -1.0], [-0.4, -0.5, -0.8], [-0.1, 0.3, -0.5], [-0.3, -0.9, -0.7], [0.4, 0.8, 0.8], [-0.2, 0.1, -0.1], [0.3, 0.3, 0.2], [-0.3, -0.4, -0.3], [0.2, -0.4, -0.2], [-0.2, 0.4, 0.3], [-0.4, 0.0, 0.1], [0.2, 0.2, -0.2], [-0.1, -0.3, 0.0], [-0.1, 0.1, -0.2], [0.6, 0.5, 0.3], [-0.2, 0.0, 0.4], [0.6, 0.0, 0.0], [0.0, -0.4, 0.3], [-0.3, 0.1, -0.3]], "mulliken_charge": [-0.332, 0.303, 0.243, 0.768, 0.000, 0.480, 0.354, -0.773, -0.552, -0.492, -0.823, 0.492, 0.243, 0.516, 0.494, -1.379, 0.250, 0.460, 0.301, -1.539, 0.272, 0.335, 0.415, -1.660, -1.728, 0.491, 0.344, 0.402, 0.469, 0.404, 0.405, 0.363, 0.399, -1.271, 0.369, 0.255, 0.308, -0.614, 0.314, 0.309, -1.279, 0.871, -1.172, -1.107, 0.348, 0.390, 0.361, 0.466, 0.240, 0.318, 0.289, 0.228, 0.451], "total_charge": 0, "relative_energy_kj_mol": 437.7, "spin_multiplicity": 8, "homo_ev": [-6.1457, -6.1638], "energy_ha": -2196.3429}

---

3.
{"formula": "C30H51Br2F11NO2", "method": "wB97M-V/def2-TZVPD", "species": ["C", "C", "C", "C", "O", "C", "C", "C", "C", "C", "C", "F", "Br", "C", "F", "F", "Br", "N", "C", "C", "O", "C", "C", "F", "F", "C", "F", "F", "C", "F", "F", "C", "F", "F", "H", "H", "H", "H", "H", "H", "H", "H", "H", "H", "H", "H", "H", "H", "H", "H", "H", "H", "H", "H", "H", "H", "H", "C", "C", "C", "C", "C", "C", "H", "H", "H", "H", "H", "H", "H", "H", "H", "H", "H", "H", "H", "H", "C", "C", "C", "C", "C", "C", "H", "H", "H", "H", "H", "H", "H", "H", "H", "H", "H", "H", "H", "H"], "coordinates": [[1.254, -5.406, -0.799], [0.745, -5.452, -2.098], [0.059, -4.143, -2.740], [-0.665, -4.437, -4.128], [-1.273, -3.237, -4.640], [-0.299, -2.163, -4.795], [-1.149, -0.923, -5.399], [0.380, -1.752, -3.378], [-0.794, -1.148, -2.481], [-0.555, -1.239, -0.904], [-0.967, 0.112, -0.120], [-2.012, 0.820, -0.745], [-1.716, -0.497, 1.644], [0.304, 1.020, 0.246], [1.289, 0.282, 0.961], [0.961, 1.543, -0.877], [-0.274, 2.451, 1.522], [1.027, -2.984, -2.826], [2.243, -3.308, -3.693], [3.541, -3.627, -2.819], [3.903, -2.516, -1.975], [5.104, -2.829, -1.220], [5.843, -1.446, -0.854], [4.783, -0.532, -0.588], [6.575, -1.542, 0.330], [6.716, -0.984, -2.113], [6.330, -1.619, -3.299], [8.034, -1.439, -1.844], [6.816, 0.609, -2.254], [8.044, 0.849, -2.922], [6.955, 1.248, -1.004], [5.685, 1.273, -3.161], [6.191, 1.569, -4.439], [4.491, 0.532, -3.229], [1.320, -4.388, -0.297], [1.585, -6.360, -0.270], [0.749, -6.376, -2.750], [-0.769, -3.852, -2.003], [0.019, -4.965, -4.864], [-1.514, -5.168, -3.899], [0.487, -2.396, -5.588], [-0.950, -0.893, -6.524], [-0.891, 0.065, -4.916], [-2.262, -1.176, -5.306], [1.098, -0.902, -3.605], [-1.815, -1.578, -2.771], [-0.865, -0.038, -2.757], [-1.275, -2.038, -0.510], [0.510, -1.460, -0.585], [1.415, -2.873, -1.870], [2.060, -4.161, -4.411], [2.512, -2.391, -4.315], [3.469, -4.581, -2.212], [4.404, -3.790, -3.561], [4.815, -3.355, -0.242], [5.786, -3.545, -1.773], [5.413, 2.277, -2.686], [0.159, 0.939, 4.855], [0.158, 1.283, 6.338], [-0.346, 2.696, 6.631], [0.493, 3.828, 6.029], [1.964, 3.843, 6.443], [2.170, 4.041, 7.938], [0.840, 1.582, 4.292], [0.484, -0.095, 4.707], [-0.844, 1.041, 4.429], [1.161, 1.140, 6.749], [-0.490, 0.571, 6.859], [-0.409, 2.828, 7.716], [-1.372, 2.792, 6.257], [0.036, 4.783, 6.312], [0.436, 3.782, 4.936], [2.464, 4.661, 5.913], [2.461, 2.921, 6.123], [1.712, 4.975, 8.275], [3.238, 4.089, 8.169], [1.744, 3.219, 8.518], [-8.688, 3.206, -0.340], [-7.230, 3.624, -0.477], [-6.296, 2.464, -0.824], [-6.223, 1.347, 0.221], [-5.794, 1.789, 1.621], [-4.390, 2.375, 1.666], [-8.831, 2.501, 0.482], [-9.313, 4.079, -0.137], [-9.049, 2.740, -1.261], [-6.902, 4.119, 0.442], [-7.158, 4.374, -1.271], [-5.292, 2.863, -1.002], [-6.617, 2.024, -1.776], [-5.523, 0.584, -0.139], [-7.196, 0.850, 0.292], [-5.828, 0.917, 2.283], [-6.507, 2.512, 2.029], [-3.656, 1.655, 1.294], [-4.121, 2.631, 2.694], [-4.313, 3.287, 1.068]], "atomic_forces_ev_per_a": [[-1.0, -0.3, -2.5], [0.5, 0.9, 1.6], [-1.2, -1.8, 0.7], [-0.2, -0.4, 0.8], [1.9, -0.2, 0.3], [-0.6, 1.4, -0.4], [0.0, -1.0, -0.5], [-2.6, 1.3, -1.3], [0.1, 0.8, 0.2], [-1.2, 0.3, -0.1], [-0.2, -1.1, 0.3], [2.2, -0.9, 0.6], [0.4, 0.1, -1.0], [0.9, 0.7, 0.8], [-2.0, 0.9, -1.8], [-1.5, -1.1, 1.8], [0.6, -0.5, -1.4], [1.1, -0.5, -0.5], [2.2, 0.2, -0.1], [0.8, -0.5, -0.9], [0.3, -0.9, -0.1], [0.1, -0.2, 1.3], [-2.0, -0.8, 0.4], [2.1, -1.1, -0.6], [-1.0, 0.1, -2.5], [2.0, -0.2, 1.1], [0.3, 1.4, 2.0], [-2.5, 0.7, -0.5], [2.0, 0.2, -1.0], [-2.3, -0.4, 1.2], [-0.8, -1.5, -2.4], [-0.5, 2.1, 0.2], [-1.2, -1.2, 2.1], [2.2, 0.6, -0.2], [-0.2, -1.6, -0.2], [-0.3, 1.7, -0.8], [-0.1, 1.1, 1.1], [1.3, -0.1, -1.1], [-0.6, 0.8, 0.6], [1.2, 1.1, -0.3], [-0.8, -0.2, 1.2], [-0.2, 0.2, 1.6], [-0.4, -1.2, -0.7], [1.6, 0.5, 0.2], [-0.3, -1.5, 0.6], [1.6, 0.4, 0.5], [0.2, -1.6, 0.3], [1.4, 1.1, -0.4], [-1.2, 0.2, -0.4], [-0.3, 0.5, -0.5], [0.0, 0.9, 1.1], [-0.6, -1.2, 0.9], [-0.3, 1.1, -0.7], [-1.3, 0.2, 0.8], [0.4, 0.9, -1.2], [-0.6, 1.1, 0.4], [0.4, -1.4, -0.6], [0.1, -0.1, 0.0], [-0.2, 0.0, 0.0], [0.0, 0.0, 0.1], [0.0, 0.0, -0.1], [-0.1, 0.1, 0.0], [0.1, -0.1, 0.0], [-0.1, 0.0, 0.0], [0.0, 0.1, -0.1], [0.0, 0.0, 0.0], [0.0, 0.0, 0.0], [0.1, 0.0, 0.0], [0.0, 0.0, 0.0], [0.0, 0.0, 0.0], [0.0, 0.0, 0.0], [0.0, 0.0, 0.0], [0.0, -0.1, 0.0], [0.0, 0.0, 0.0], [0.0, -0.1, 0.0], [-0.1, 0.0, 0.1], [0.0, 0.1, 0.0], [-0.1, 0.1, 0.1], [0.0, 0.0, -0.2], [0.1, 0.0, 0.0], [-0.1, 0.0, 0.0], [0.0, -0.1, 0.0], [0.0, 0.1, 0.1], [0.0, 0.0, -0.1], [0.0, -0.1, 0.0], [0.0, 0.0, 0.1], [0.0, 0.0, 0.0], [0.1, 0.0, 0.1], [0.0, 0.0, 0.0], [0.0, 0.0, 0.0], [0.0, 0.0, 0.0], [0.0, 0.0, 0.0], [-0.1, 0.1, 0.0], [0.0, 0.0, 0.0], [-0.1, 0.1, 0.0], [0.1, 0.0, -0.1], [0.0, 0.0, 0.0]], "mulliken_charge": [-0.749, -0.475, 0.359, -0.710, -0.365, 0.294, -1.204, -0.481, -0.915, -1.048, 0.178, -0.257, -0.012, 0.648, -0.190, -0.230, -0.066, 0.818, -0.661, -0.804, -0.071, -1.150, 0.962, -0.274, -0.290, 0.416, -0.247, -0.302, 0.643, -0.293, -0.273, 0.093, -0.247, -0.200, 0.177, 0.322, 0.331, 0.320, 0.318, 0.376, 0.435, 0.351, 0.333, 0.304, 0.485, 0.263, 0.535, 0.492, 0.134, 0.205, 0.262, 0.448, 0.417, 0.495, 0.370, 0.434, 0.248, -0.835, -0.535, -0.691, -0.448, -0.378, -1.205, 0.186, 0.381, 0.194, 0.287, 0.347, 0.327, 0.334, 0.384, 0.109, 0.364, 0.239, 0.294, 0.377, 0.285, -1.194, -0.432, -0.554, -0.636, -0.464, -0.785, 0.281, 0.379, 0.291, 0.237, 0.370, 0.219, 0.396, 0.287, 0.345, 0.345, 0.275, -0.029, 0.388, 0.309], "total_charge": 1, "spin_multiplicity": 1, "homo_ev": -12.2335, "energy_ha": -7625.0725}